1) {
  "formula": "C4H10N4",
  "method": "ωB97M-V/def2-TZVPD",
  "species": ["C", "C", "N", "C", "C", "N", "N", "N", "H", "H", "H", "H", "H", "H", "H", "H", "H", "H"],
  "positions_angstrom": [[-0.84765, 1.76951, 2.07475], [0.31232, -2.33849, -1.18216], [0.38417, 0.76206, 0.87481], [-0.58614, 0.06239, 0.37419], [0.41727, -0.84972, -1.13611], [1.17606, 1.64312, 0.16013], [-1.54015, -0.68728, 0.67152], [0.94145, -0.09217, -1.99710], [0.90085, 1.71776, -0.83115], [2.11830, 1.25851, 0.13294], [-2.48386, -0.38122, 0.43994], [1.32148, -0.56107, -2.83267], [-1.24853, 1.11679, 2.84544], [-0.08250, 2.43065, 2.46694], [-1.59052, 2.29093, 1.47604], [0.74026, -2.76723, -0.27297], [-0.74300, -2.61664, -1.19846], [0.81018, -2.75792, -2.06607]],
  "lowdin_charge": [0.08, -0.09, -0.05, -0.40, -0.30, 0.02, 0.10, 0.04, 0.07, 0.09, 0.07, 0.05, 0.03, 0.03, 0.04, 0.08, 0.07, 0.07],
  "gap_ev": 7.635,
  "homo_ev": -7.1
}



2) {
  "formula": "C4H10N4",
  "method": "ωB97M-V/def2-TZVPD",
  "species": ["C", "C", "N", "C", "H", "H", "H", "H", "H", "N", "N", "C", "N", "H", "H", "H", "H", "H"],
  "positions_angstrom": [[-0.13926, -2.35794, -0.22224], [-0.54880, -1.01883, -0.75810], [-1.82114, 1.03034, -0.22162], [-0.95166, 0.09748, 0.03180], [-2.35983, 0.81631, -1.06065], [-0.97430, -1.05211, -1.76249], [-0.99971, -3.03579, -0.15730], [0.32480, -2.29402, 0.76207], [0.58675, -2.83470, -0.88905], [1.52720, 1.17398, -0.84737], [0.26614, 1.81078, 1.35534], [0.23106, 0.43845, 0.93526], [1.20077, 0.08544, -0.16769], [1.32328, 2.08640, -0.42960], [2.22263, 1.06214, -1.57176], [0.20410, 1.92695, 2.35780], [-0.48043, 2.33264, 0.89674], [0.38841, -0.26753, 1.74887]],
  "lowdin_charge": [-0.11, -0.12, 0.10, -0.42, 0.04, 0.11, 0.08, 0.06, 0.08, 0.02, 0.04, -0.35, 0.00, 0.09, 0.10, 0.08, 0.06, 0.13],
  "gap_ev": [7.863, 8.278],
  "homo_ev": [-7.2, -7.2]
}



3) {
  "formula": "C4H10N4",
  "method": "ωB97M-V/def2-TZVPD",
  "species": ["C", "C", "C", "C", "H", "H", "H", "H", "H", "H", "H", "H", "H", "H", "N", "N", "N", "N"],
  "positions_angstrom": [[2.30184, -0.70841, -0.74230], [1.93758, 0.33019, 0.30078], [-1.09012, 1.82639, -0.17216], [-1.07316, -0.46182, -0.01268], [1.63085, -0.94638, -1.70527], [3.34458, -0.53308, -1.09546], [2.63007, -1.80064, -0.36333], [2.77267, 0.43846, 1.09463], [-0.47499, 2.71849, -0.68224], [-1.04406, 2.10093, 0.97213], [-1.96192, 1.62196, -0.71893], [-0.73933, -0.90505, 2.00289], [-1.50052, -2.08644, 0.64745], [-2.26922, -0.50816, -1.47678], [0.84171, 0.95421, 0.58519], [-0.26599, 0.52162, -0.17398], [-0.52486, -1.44671, 0.80769], [-2.17157, -0.88886, -0.49275]],
  "lowdin_charge": [-0.12, -0.19, -0.03, -0.76, 0.11, 0.05, 0.12, 0.13, 0.11, 0.11, 0.03, 0.21, 0.14, 0.07, 0.04, -0.15, 0.04, 0.07],
  "gap_ev": 9.499,
  "homo_ev": -8.7
}



Most stable to least stable: 2), 3), 1)



1) {
  "formula": "C28H18BrIrN3O5",
  "method": "ωB97M-V/def2-TZVPD",
  "species": ["Ir", "O", "C", "C", "C", "C", "C", "C", "C", "O", "N", "N", "C", "C", "C", "C", "C", "C", "C", "O", "H", "H", "H", "H", "H", "H", "H", "H", "H", "H", "N", "C", "C", "C", "C", "C", "C", "C", "H", "H", "H", "H", "Br", "C", "C", "C", "C", "C", "C", "C", "O", "O", "H", "H", "H", "H"],
  "positions_angstrom": [[0.47075, 0.17156, -0.14011], [1.33025, 0.44024, 4.31031], [0.39521, -0.45772, 4.66885], [0.24933, -0.71024, 6.03509], [-0.68760, -1.61616, 6.48615], [-1.50351, -2.29372, 5.58344], [-1.36158, -2.04914, 4.23236], [-0.42111, -1.13714, 3.74822], [-0.30580, -0.89872, 2.28895], [0.57687, -0.01482, 1.89743], [-1.10357, -1.54813, 1.49125], [-0.83366, -1.24468, 0.15831], [-1.21381, -2.07972, -0.73967], [-0.85994, -1.99739, -2.14215], [-1.27397, -3.07834, -2.94136], [-0.96397, -3.17894, -4.27543], [-0.19942, -2.15831, -4.85744], [0.21873, -1.08509, -4.11209], [-0.09118, -0.95125, -2.73694], [0.29375, 0.14642, -2.14761], [1.30214, 0.50709, 3.32872], [0.89259, -0.17220, 6.71911], [-0.78527, -1.79746, 7.54975], [-2.24040, -3.00389, 5.93471], [-1.97988, -2.56054, 3.50768], [-1.79410, -2.93114, -0.39575], [-1.85817, -3.86028, -2.46716], [-1.29483, -4.02811, -4.85796], [0.07092, -2.21540, -5.90547], [0.80984, -0.29264, -4.55315], [-4.56675, 5.58709, 0.22795], [-3.79907, 4.73024, 0.17709], [-2.84225, 3.66294, 0.11264], [-1.99317, 3.54144, -0.98744], [-1.07575, 2.50859, -1.04161], [-0.95699, 1.56635, -0.00759], [-1.82943, 1.70553, 1.08113], [-2.75523, 2.73272, 1.14681], [-2.06191, 4.25954, -1.79531], [-0.43038, 2.42059, -1.90620], [-1.79936, 1.00121, 1.90054], [-3.41667, 2.81931, 1.99996], [4.91139, -2.55979, -0.44392], [5.41089, -0.74287, -0.25036], [6.77756, -0.50199, -0.17204], [7.25412, 0.79032, -0.04077], [6.36447, 1.85345, 0.00989], [5.00687, 1.60752, -0.06952], [4.50119, 0.31228, -0.19778], [3.00646, 0.18296, -0.25935], [2.42920, -0.92925, -0.27479], [2.32328, 1.25550, -0.28048], [7.46086, -1.33851, -0.21593], [8.32134, 0.96226, 0.02104], [6.72589, 2.86825, 0.11225], [4.28920, 2.41478, -0.03165]],
  "lowdin_charge": [1.44, 0.07, -0.26, -0.02, -0.10, -0.11, -0.04, -0.08, -0.43, -0.18, 0.09, -0.17, -0.05, -0.13, -0.07, -0.12, -0.10, -0.02, -0.33, -0.21, 0.08, 0.11, 0.10, 0.09, 0.10, 0.13, 0.10, 0.09, 0.10, 0.11, 0.12, -0.21, -0.26, -0.05, -0.09, -0.25, -0.09, -0.05, 0.11, 0.09, 0.08, 0.11, 0.80, -0.59, -0.15, -0.09, -0.08, -0.01, -0.14, -0.61, -0.11, -0.10, 0.09, 0.10, 0.10, 0.12],
  "gap_ev": 7.406,
  "homo_ev": -4.9,
  "charge": -1
}



2) {
  "formula": "C28H18BrIrN3O5",
  "method": "ωB97M-V/def2-TZVPD",
  "species": ["Ir", "O", "C", "C", "C", "C", "C", "C", "C", "O", "N", "N", "C", "C", "C", "C", "C", "C", "C", "O", "H", "H", "H", "H", "H", "H", "H", "H", "H", "H", "N", "C", "C", "C", "C", "C", "C", "C", "H", "H", "H", "H", "Br", "C", "C", "C", "C", "C", "C", "C", "O", "O", "H", "H", "H", "H"],
  "positions_angstrom": [[0.45598, 0.11525, -0.00897], [-3.78436, 1.64928, -0.32218], [-3.48292, 2.93307, -0.06416], [-4.54442, 3.84213, -0.04220], [-4.31958, 5.17843, 0.21355], [-3.02870, 5.64351, 0.45404], [-1.97727, 4.74895, 0.43323], [-2.17611, 3.39093, 0.17786], [-1.02020, 2.46084, 0.15986], [-1.26825, 1.20710, -0.09207], [0.16324, 2.93890, 0.38995], [1.17350, 1.94974, 0.32532], [2.31881, 2.49303, 0.56069], [3.64115, 1.88100, 0.52337], [4.62759, 2.39710, 1.37116], [5.91599, 1.89748, 1.36854], [6.25203, 0.87064, 0.49308], [5.29869, 0.36610, -0.37346], [4.00489, 0.87402, -0.36936], [3.12044, 0.40778, -1.29136], [-2.93829, 1.14367, -0.29462], [-5.53945, 3.46057, -0.23046], [-5.15637, 5.86665, 0.22657], [-2.84994, 6.69169, 0.65444], [-0.96365, 5.07876, 0.61473], [2.28307, 3.54630, 0.82303], [4.35860, 3.19986, 2.04799], [6.65707, 2.30653, 2.04293], [7.25772, 0.46986, 0.48177], [5.53148, -0.42341, -1.07614], [1.18028, -5.74933, 0.41808], [1.37056, -4.63565, 0.19580], [1.64239, -3.26299, -0.12062], [1.72239, -2.87444, -1.50974], [2.01938, -1.60853, -1.84212], [2.21138, -0.59019, -0.82532], [2.15485, -0.97774, 0.56973], [1.86709, -2.35979, 0.86767], [1.53981, -3.62088, -2.27139], [2.12029, -1.30319, -2.87579], [2.71593, -0.43578, 1.32096], [1.84316, -2.67702, 1.90222], [-1.99062, -4.45196, 2.31625], [-2.81251, -4.01391, 0.66600], [-3.84193, -4.84793, 0.24946], [-4.48049, -4.61379, -0.95650], [-4.07844, -3.55448, -1.75726], [-3.03960, -2.74093, -1.34167], [-2.39499, -2.94483, -0.12116], [-1.31270, -1.96973, 0.26772], [-1.09359, -1.66720, 1.43859], [-0.66633, -1.45771, -0.73742], [-4.13353, -5.67926, 0.87621], [-5.28760, -5.26457, -1.26923], [-4.56940, -3.36563, -2.70337], [-2.69655, -1.91833, -1.95425]],
  "lowdin_charge": [1.27, 0.07, -0.26, -0.02, -0.10, -0.11, -0.04, -0.07, -0.42, -0.19, 0.07, -0.14, -0.07, -0.14, -0.04, -0.10, -0.09, 0.01, -0.26, -0.01, 0.08, 0.11, 0.10, 0.09, 0.10, 0.12, 0.11, 0.10, 0.10, 0.12, 0.14, -0.21, -0.25, -0.05, -0.03, -0.44, -0.22, -0.02, 0.11, 0.12, 0.11, 0.13, 0.78, -0.59, -0.15, -0.10, -0.09, -0.02, -0.15, -0.63, -0.03, -0.18, 0.09, 0.10, 0.10, 0.12],
  "gap_ev": 7.064,
  "homo_ev": -4.7,
  "charge": -1
}



Most stable to least stable: 1), 2)



1) {
  "formula": "C5H10O2",
  "method": "ωB97M-V/def2-TZVPD",
  "species": ["C", "C", "C", "O", "C", "C", "H", "H", "H", "H", "H", "H", "H", "H", "H", "H", "O"],
  "positions_angstrom": [[1.61461, -2.18218, -0.67137], [-2.02308, 0.14962, 2.06493], [-0.77253, 0.21508, 1.37918], [0.05066, 1.33777, 1.51969], [-0.37751, -0.98758, 0.57612], [0.58954, -1.08723, -0.42626], [1.62654, -3.09788, 0.02534], [2.59541, -1.91937, -0.75788], [1.39656, -2.52832, -1.71224], [-2.53829, 0.81734, 2.75587], [-2.80333, -0.58021, 1.79341], [0.43419, 1.32528, 0.61492], [-1.02448, -1.75713, 0.91003], [0.58811, -0.23793, -1.14953], [1.13409, 2.56582, -2.78771], [-0.10656, 1.61140, -2.69997], [0.51328, 2.05657, -3.33566]],
  "lowdin_charge": [-0.19, -0.08, -0.45, -0.05, -0.20, -0.27, 0.08, -0.01, 0.05, -0.02, 0.00, 0.07, 0.04, 0.04, 0.03, 0.05, -0.10],
  "spin_multiplicity": 2,
  "gap_ev": [3.911, 5.721],
  "homo_ev": [-0.4, -2.2],
  "charge": -1
}



2) {
  "formula": "C5H10O2",
  "method": "ωB97M-V/def2-TZVPD",
  "species": ["C", "C", "C", "C", "O", "C", "H", "H", "H", "H", "H", "H", "H", "H", "H", "H", "O"],
  "positions_angstrom": [[0.11985, -2.17036, 1.51731], [-0.39967, -0.89816, 1.32713], [0.32416, 0.12433, 0.58628], [-0.24330, 1.29109, 0.11440], [-1.49753, 1.67627, 0.57874], [0.34873, 2.22298, -0.89214], [-0.29411, -2.98984, 2.09433], [1.15470, -2.41060, 1.25627], [-1.26344, -0.59012, 1.91770], [1.27365, -0.33115, 0.32584], [-1.80509, 1.19050, 1.35167], [0.59783, 1.59009, -1.75736], [1.25220, 2.75798, -0.58250], [-0.43372, 2.91345, -1.21214], [-0.11575, -1.66689, -2.84836], [0.33125, -1.25245, -1.43387], [0.65023, -1.45711, -2.34332]],
  "lowdin_charge": [-0.18, -0.31, -0.17, -0.45, -0.06, -0.09, -0.03, -0.01, 0.05, 0.09, 0.05, 0.06, 0.05, 0.06, 0.00, 0.02, -0.08],
  "spin_multiplicity": 2,
  "gap_ev": [3.497, 6.373],
  "homo_ev": [0.5, -2.4],
  "charge": -1
}



Most stable to least stable: 2), 1)